(1)
The molecule C5H6O. Source: the OMol25 dataset; level of theory: ωB97M-V with the def2-TZVPD basis set.

Properties
**SMILES**: C=C=CCC=O
**Multiplicity**: 1
**Total charge**: 0

```
12
Properties=species:S:1:pos:R:3:forces:R:3:mulliken_charge:R:1
C -0.312 2.244 1.258 -0.27 -0.02 -0.44 -0.70
C -0.601 1.244 0.485 0.00 -0.10 -0.20 -0.05
C -0.439 0.319 -0.410 -0.30 0.01 0.09 -0.24
C 0.052 -1.017 0.045 0.00 -0.15 -0.08 -0.41
C 0.631 -1.821 -1.078 0.05 -0.01 -0.35 0.03
O 0.719 -1.420 -2.214 0.04 -0.28 0.43 -0.47
H 0.538 2.677 0.741 0.44 0.85 1.24 0.24
H -0.896 2.620 2.094 0.26 0.21 -0.38 0.27
H -0.651 0.501 -1.457 -0.39 -0.29 0.09 0.39
H 0.784 -0.932 0.862 -0.08 -0.03 -0.21 0.33
H -0.791 -1.576 0.473 0.19 -0.19 -0.09 0.26
H 0.965 -2.839 -0.800 0.06 0.00 -0.11 0.34
```
Positions in Å, forces in eV/Å.



(2)
A structure of composition C14H12AlBr2N3O5S. Source: the OMol25 dataset; level of theory: ωB97M-V with the def2-TZVPD basis set.

Properties
**Multiplicity**: 1
**Total charge**: 0

```
38
Properties=species:S:1:pos:R:3:forces:R:3:mulliken_charge:R:1
Al -0.345 -0.021 0.048 -0.06 -0.05 0.00 0.54
O -1.868 0.595 -3.354 -0.01 0.01 -0.04 -0.63
C -1.579 0.317 -2.222 0.06 -0.12 0.15 0.15
O -0.358 0.280 -1.724 -0.07 0.02 -0.17 -0.37
C -2.666 -0.011 -1.133 0.17 -0.05 0.12 0.93
O -3.846 0.038 -1.363 -0.01 0.03 -0.01 -0.62
O -2.122 -0.279 0.040 -0.17 0.16 -0.14 -0.36
C 0.069 -2.510 -2.536 -0.03 -0.06 0.10 -1.66
C 0.161 -2.961 -1.108 0.02 0.15 -0.04 1.07
C 0.214 -4.344 -0.823 0.02 -0.06 -0.09 -0.78
C 0.300 -4.799 0.458 0.01 -0.07 0.03 -0.76
C 0.349 -3.877 1.523 0.00 0.06 -0.07 0.95
C 0.444 -4.192 2.901 0.01 -0.10 0.03 -0.08
Br 0.529 -6.001 3.455 0.00 0.02 -0.02 -0.22
C 0.472 -3.209 3.843 0.01 0.07 0.01 -0.37
C 0.411 -1.853 3.462 0.01 0.07 0.02 -0.35
Br 0.424 -0.511 4.782 0.02 -0.04 0.01 -0.15
C 0.330 -1.486 2.142 0.04 0.22 -0.17 0.00
O 0.279 -0.238 1.698 0.00 -0.29 0.23 -0.43
C 0.293 -2.521 1.169 0.01 -0.02 -0.12 0.59
N 0.190 -2.075 -0.124 -0.05 -0.01 0.14 -0.05
H 0.439 -3.290 -3.200 -0.01 -0.02 0.03 0.51
H 0.625 -1.594 -2.700 0.03 0.04 -0.02 0.37
H -0.971 -2.309 -2.805 0.01 -0.01 0.00 0.26
H 0.184 -5.041 -1.651 0.00 0.04 0.03 0.40
H 0.337 -5.861 0.666 0.00 0.03 0.00 0.36
H 0.545 -3.459 4.892 -0.02 0.02 -0.01 0.42
C -4.083 2.567 1.011 0.04 0.03 -0.01 -1.02
N -2.637 2.575 1.185 -0.07 0.00 0.05 -0.05
C -1.767 2.678 0.195 0.02 -0.04 -0.12 0.22
N -2.217 2.962 -1.026 0.04 0.01 -0.01 -0.31
S -0.082 2.422 0.476 -0.11 -0.03 0.07 -0.43
H -4.545 2.478 1.990 0.00 0.00 0.00 0.35
H -4.397 1.723 0.393 0.02 -0.01 0.00 0.36
H -4.421 3.503 0.562 0.02 0.00 0.03 0.33
H -2.242 2.275 2.061 0.01 -0.02 0.04 0.28
H -3.198 2.932 -1.255 -0.02 -0.02 -0.02 0.25
H -1.556 2.954 -1.785 0.03 0.03 -0.03 0.28
```
Positions in Å, forces in eV/Å.



(3)
The molecule C4H6N2O. Source: the OMol25 dataset; level of theory: ωB97M-V with the def2-TZVPD basis set.

Properties
**SMILES**: CC(=O)[C@@H]1N=C1N
**Multiplicity**: 1
**Total charge**: 0

```
13
Properties=species:S:1:pos:R:3:forces:R:3:mulliken_charge:R:1
C 1.702 -0.451 1.414 0.03 -0.03 0.05 -1.13
C 0.438 0.012 0.732 -0.17 0.16 0.16 0.65
O -0.412 0.651 1.323 0.32 -0.19 -0.19 -0.56
C 0.232 -0.335 -0.715 0.14 -0.25 0.19 0.07
N -0.121 0.812 -1.675 -0.49 -0.20 0.08 -0.56
C -1.038 0.047 -1.281 0.27 0.29 -0.17 0.19
N -2.355 -0.234 -1.371 0.05 0.12 0.05 -0.48
H 1.511 -0.595 2.479 0.04 0.03 -0.14 0.33
H 2.106 -1.367 0.972 -0.09 0.13 0.04 0.34
H 2.460 0.334 1.306 -0.10 -0.09 -0.03 0.27
H 0.837 -1.139 -1.138 -0.11 0.12 0.09 0.34
H -2.754 -0.618 -0.525 0.05 -0.05 -0.15 0.28
H -2.921 0.492 -1.791 0.07 -0.04 0.03 0.26
```
Positions in Å, forces in eV/Å.



(4)
The ion CHClN3O with charge +1. Source: the OMol25 dataset; level of theory: ωB97M-V with the def2-TZVPD basis set.

Properties
**Multiplicity**: 1
**Total charge**: +1

```
7
Properties=species:S:1:pos:R:3:forces:R:3:mulliken_charge:R:1
C 1.989 1.937 -0.017 -0.43 3.21 1.00 0.65
N 0.923 -0.159 -0.063 2.64 -0.66 -1.99 -0.12
N 1.729 0.714 -0.198 -1.16 -5.72 0.06 0.27
N -0.241 1.918 0.597 0.33 4.26 -0.91 -0.47
O 2.773 2.764 0.047 -0.66 0.06 -0.05 -0.09
Cl -0.816 0.561 0.243 -0.37 -0.91 0.84 0.44
H -0.054 2.073 1.569 -0.35 -0.24 1.05 0.33
```
Positions in Å, forces in eV/Å.



(5)
A cluster of 2 separate species, C5H14O in total. Source: the OMol25 dataset; level of theory: ωB97M-V with the def2-TZVPD basis set.

Properties
**SMILES**: CC(C)O.CC
**Multiplicity**: 1
**Total charge**: 0

```
20
Properties=species:S:1:pos:R:3:forces:R:3:mulliken_charge:R:1
C 0.219 -1.447 -2.829 0.80 0.32 -0.41 -1.51
C 0.064 -0.694 -1.535 0.11 0.05 1.16 0.72
C -1.361 -0.243 -1.236 -0.10 1.27 -0.45 -1.12
O 0.534 -1.404 -0.345 -0.06 -0.76 -0.86 -0.54
H 1.115 -2.071 -2.856 -0.02 -0.04 0.18 0.42
H 0.344 -0.752 -3.662 -0.06 0.16 0.08 0.37
H -0.638 -2.029 -3.076 -0.68 -0.71 0.02 0.37
H 0.724 0.161 -1.533 0.10 0.43 -0.25 0.13
H -2.136 -0.762 -1.799 0.04 -0.57 0.43 0.35
H -1.462 -0.249 -0.159 -0.46 -0.42 0.13 0.25
H -1.557 0.810 -1.498 0.44 -0.15 -0.15 0.28
H 0.682 -2.336 -0.572 -0.10 0.41 0.12 0.28
C 0.878 1.375 3.263 0.51 0.08 -0.24 -0.95
C 0.019 1.380 2.012 -1.07 -0.35 0.19 -0.66
H 1.449 2.302 3.320 -0.01 0.09 0.13 0.28
H 0.287 1.286 4.176 -0.03 -0.03 -0.10 0.29
H 1.619 0.571 3.248 -0.15 -0.05 0.02 0.29
H -0.594 0.477 1.938 0.29 -0.18 0.04 0.20
H -0.739 2.163 2.077 0.24 0.30 -0.16 0.33
H 0.554 1.461 1.068 0.23 0.14 0.11 0.24
```
Positions in Å, forces in eV/Å.



(6)
A structure of composition C27H24N2O6PdS2Te. Source: the OMol25 dataset; level of theory: ωB97M-V with the def2-TZVPD basis set.

Properties
**Multiplicity**: 3
**Total charge**: -2

```
63
Properties=species:S:1:pos:R:3:forces:R:3:lowdin_spin:R:1
Pd -0.602 -1.334 0.451 -0.47 -0.12 -0.02 0.53
C -5.532 1.518 0.579 -0.03 0.01 0.00 0.06
C -5.016 0.344 0.038 0.03 -0.02 -0.02 0.00
C -3.684 0.012 0.194 0.06 0.01 -0.01 0.04
C -2.820 0.860 0.903 -0.02 -0.12 0.08 0.03
C -3.346 2.035 1.469 0.04 0.01 -0.07 0.06
C -4.682 2.351 1.296 -0.03 0.02 0.02 0.00
N -1.486 0.516 1.019 -0.30 0.44 0.39 0.42
N -0.738 1.293 1.789 0.17 -0.18 -0.24 0.35
C 0.546 0.824 1.837 0.00 0.15 -0.12 0.02
C 1.536 1.484 2.581 -0.07 0.00 -0.02 0.07
C 2.827 0.988 2.620 0.03 0.01 0.02 0.00
C 3.172 -0.165 1.922 0.03 -0.04 -0.02 0.08
C 2.202 -0.832 1.170 -0.06 0.07 0.09 0.00
C 0.917 -0.341 1.131 0.05 0.03 -0.05 0.06
H -6.578 1.771 0.453 0.00 0.01 0.00 0.00
H -5.659 -0.334 -0.512 -0.02 0.01 0.00 0.00
H -3.301 -0.912 -0.219 0.00 0.01 0.00 0.00
H -2.685 2.680 2.029 0.02 0.00 0.00 0.01
H -5.066 3.266 1.737 -0.01 0.00 -0.01 0.00
H 1.256 2.372 3.135 0.02 0.02 -0.01 0.00
H 3.578 1.503 3.211 0.00 0.00 -0.01 0.00
H 4.184 -0.552 1.963 0.00 0.00 0.00 0.01
H 2.452 -1.734 0.622 0.00 -0.02 0.04 0.00
O -2.046 -4.207 2.763 -0.05 0.08 0.11 0.00
S -0.895 -3.365 2.957 0.13 -0.11 -0.25 0.00
O -0.247 -3.479 4.249 0.05 -0.08 0.01 0.00
O -1.080 -1.948 2.571 -0.07 0.08 -0.08 0.03
C 0.343 -3.887 1.735 0.00 -0.04 0.09 0.02
C 1.612 -4.131 2.240 0.10 0.03 0.01 0.00
C 2.677 -4.442 1.406 0.00 0.02 0.05 0.02
C 2.486 -4.483 0.035 -0.09 0.04 -0.03 0.00
C 1.221 -4.247 -0.482 0.09 0.10 -0.04 0.02
C 0.133 -3.957 0.344 0.02 -0.52 -0.16 0.01
S -1.482 -4.055 -0.515 0.53 0.33 0.25 0.00
O -1.163 -3.924 -1.926 0.02 -0.15 -0.03 0.00
O -2.011 -5.327 -0.105 -0.32 0.01 -0.15 0.00
O -2.210 -2.864 -0.022 -0.03 0.08 0.03 0.00
H 1.750 -4.051 3.309 -0.02 0.00 0.00 0.00
H 3.656 -4.627 1.833 0.00 0.00 0.00 0.00
H 3.311 -4.701 -0.633 0.00 0.00 -0.01 0.00
H 1.042 -4.277 -1.548 0.00 -0.03 0.01 0.00
C 2.067 5.277 -2.871 0.02 0.06 0.01 0.00
C 1.531 3.898 -2.597 -0.03 0.01 -0.04 0.01
C 2.382 2.831 -2.369 0.04 -0.03 0.04 0.00
C 1.906 1.542 -2.133 -0.05 0.06 -0.08 0.01
C 2.916 0.449 -1.935 0.06 -0.04 -0.08 0.00
C 0.523 1.301 -2.114 0.07 0.14 -0.11 0.01
Te -0.231 -0.692 -2.064 0.17 -0.21 0.18 0.14
C -0.351 2.384 -2.325 0.09 0.00 0.13 0.01
C -1.845 2.236 -2.279 -0.13 -0.02 -0.06 0.00
C 0.166 3.653 -2.567 0.00 0.01 0.06 0.00
H 3.154 5.300 -2.776 0.00 0.00 0.00 0.00
H 1.656 6.012 -2.175 -0.01 -0.01 0.01 0.00
H 1.815 5.614 -3.880 -0.01 -0.02 -0.01 0.00
H 3.455 2.999 -2.373 0.00 -0.01 0.00 0.00
H 3.916 0.871 -1.817 0.00 0.00 -0.01 0.00
H 2.920 -0.243 -2.780 -0.02 0.01 -0.03 0.00
H 2.681 -0.137 -1.055 0.00 -0.05 0.06 0.00
H -2.156 1.606 -1.451 0.00 -0.03 0.05 0.00
H -2.235 1.770 -3.187 0.04 -0.02 -0.01 0.00
H -2.315 3.215 -2.163 -0.02 0.00 -0.02 0.00
H -0.528 4.475 -2.718 0.01 0.01 -0.01 0.00
```
Positions in Å, forces in eV/Å.



For the records above, the corresponding maximum force values read 1.567; 0.372; 0.535; 5.834; 1.354; 0.674 eV/Å.
For the records above, the corresponding ΔE to the lowest compared entry with this formula, charge and spin values read 220.0; 8.4; 202.1; 554.9; 72.3; 0.0 kJ/mol.